1.
This record from the Open Molecules 2025 dataset describes C44H31Cl5O3P2PtS as an isolated structure. The level of theory is wB97M-V/def2-TZVPD.

Results
Charge   +2
Electronic energy   -5421.71412 Ha
LUMO energy   -7.25 eV
Relative energy (zero: lowest compared OMol25 entry of this formula, charge and spin)   1.5 kcal/mol
2S+1   1

```
87
Properties=species:S:1:pos:R:3:forces:R:3:lowdin_charge:R:1
Pt 0.2959 1.3615 0.0351 0.1 -0.3 0.1 0.9915
O 0.9091 2.4384 -2.9132 0.0 0.0 0.0 -0.3402
S 1.0342 1.2490 -2.0912 0.0 0.0 0.0 0.7752
C 0.2607 -0.1689 -2.8243 0.0 0.0 0.0 -0.3611
C 0.8121 -0.7232 -3.9723 0.0 0.0 0.0 -0.0383
C 0.2027 -1.8368 -4.5259 0.0 0.0 0.0 -0.0221
C -0.9351 -2.3740 -3.9352 0.0 0.0 0.0 -0.0170
C -1.4935 -1.7898 -2.8071 0.0 0.0 0.0 -0.0404
C -0.9000 -0.6688 -2.2385 0.0 0.1 0.0 -0.3280
P -1.6814 0.3169 -0.9168 0.0 0.1 0.0 1.0072
C -2.7807 1.3911 -1.8520 -0.1 -0.1 0.0 -0.3596
C -2.4078 2.6970 -2.1540 0.0 0.0 0.0 -0.1279
C -3.2125 3.4709 -2.9759 0.0 0.0 0.0 -0.0426
C -4.3877 2.9435 -3.4905 0.0 0.0 0.0 -0.0386
C -4.7603 1.6373 -3.1955 0.0 0.0 0.0 -0.0447
C -3.9570 0.8563 -2.3840 0.0 0.0 0.0 -0.0807
C -2.6373 -0.7953 0.1083 0.0 0.0 0.0 -0.3539
C -2.0703 -2.0096 0.4988 0.0 0.0 0.0 -0.0844
C -2.7692 -2.8529 1.3443 0.0 0.0 0.0 -0.0442
C -4.0322 -2.4889 1.7981 0.0 0.0 0.0 -0.0429
C -4.5979 -1.2845 1.4056 0.0 0.0 0.0 -0.0501
C -3.9021 -0.4290 0.5640 0.0 0.0 0.0 -0.0806
C 2.7510 0.8190 -1.9574 0.0 0.0 0.0 -0.3729
C 3.6010 1.1521 -2.9994 0.0 0.0 0.0 -0.0377
C 4.9480 0.8403 -2.8725 0.0 0.0 0.0 -0.0129
C 5.4140 0.2169 -1.7229 0.0 0.0 0.0 -0.0128
C 4.5497 -0.0908 -0.6787 0.0 0.0 0.0 -0.0290
C 3.1984 0.2184 -0.7847 0.0 0.0 0.0 -0.3395
P 2.0085 -0.1181 0.5534 -0.1 0.2 0.0 1.0334
C 2.8045 0.0793 2.1469 0.0 -0.1 0.0 -0.3550
C 2.5775 1.1741 2.9795 0.0 0.0 0.0 -0.1117
C 3.2721 1.2823 4.1735 0.0 0.0 0.0 -0.0367
C 4.1862 0.3058 4.5420 0.0 0.0 0.0 -0.0299
C 4.4024 -0.7963 3.7242 0.0 0.0 0.0 -0.0393
C 3.7107 -0.9181 2.5320 0.0 0.0 0.0 -0.0917
C 1.5848 -1.8536 0.3698 0.0 0.0 0.0 -0.3421
C 1.7102 -2.4815 -0.8729 0.0 0.0 0.0 -0.0752
C 1.4019 -3.8255 -1.0020 0.0 0.0 0.0 -0.0443
C 0.9865 -4.5534 0.1063 0.0 0.0 0.0 -0.0343
C 0.8836 -3.9389 1.3474 0.0 0.0 0.0 -0.0501
C 1.1764 -2.5923 1.4822 0.0 0.0 0.0 -0.1028
H 1.7036 -0.3064 -4.4229 0.0 0.0 0.0 0.1228
H 0.6164 -2.2876 -5.4177 0.0 0.0 0.0 0.1265
H -1.4015 -3.2485 -4.3694 0.0 0.0 0.0 0.1266
H -2.3943 -2.2019 -2.3702 0.0 0.0 0.0 0.1230
H -1.4972 3.1227 -1.7503 0.0 0.0 0.0 0.0650
H -2.9236 4.4868 -3.2077 0.0 0.0 0.0 0.1203
H -5.0183 3.5519 -4.1247 0.0 0.0 0.0 0.1196
H -5.6763 1.2280 -3.5994 0.0 0.0 0.0 0.1185
H -4.2511 -0.1626 -2.1620 0.0 0.0 0.0 0.1113
H -1.0935 -2.2996 0.1321 0.0 0.0 0.0 0.0840
H -2.3342 -3.7963 1.6469 0.0 0.0 0.0 0.1128
H -4.5784 -3.1482 2.4596 0.0 0.0 0.0 0.1216
H -5.5809 -1.0040 1.7603 0.0 0.0 0.0 0.1159
H -4.3451 0.5136 0.2659 0.0 0.0 0.0 0.1113
H 3.2209 1.6713 -3.8703 0.0 0.0 0.0 0.1303
H 5.6353 1.0990 -3.6664 0.0 0.0 0.0 0.1291
H 6.4661 -0.0150 -1.6260 0.0 0.0 0.0 0.1277
H 4.9400 -0.5436 0.2228 0.0 0.0 0.0 0.1120
H 1.8240 1.9073 2.7329 0.0 0.0 0.0 0.0857
H 3.0843 2.1243 4.8258 0.0 0.0 0.0 0.1232
H 4.7226 0.3941 5.4773 0.0 0.0 0.0 0.1229
H 5.1020 -1.5663 4.0197 0.0 0.0 0.0 0.1213
H 3.8637 -1.7956 1.9155 0.0 0.0 0.0 0.1147
H 2.0676 -1.9372 -1.7367 0.0 0.0 0.0 0.1000
H 1.5087 -4.3108 -1.9629 0.0 0.0 0.0 0.1187
H 0.7601 -5.6066 0.0047 0.0 0.0 0.0 0.1221
H 0.5804 -4.5089 2.2156 0.0 0.0 0.0 0.1239
H 1.0892 -2.1190 2.4487 0.0 0.0 0.0 0.0556
Cl -5.5447 0.7647 4.3874 0.0 0.0 0.0 0.7384
C -4.0080 1.0143 3.6769 0.1 0.0 0.0 -0.7205
C -3.8206 2.0316 2.7442 0.0 0.0 0.0 -0.7130
Cl -5.1343 3.0371 2.2985 0.0 0.0 0.0 0.7377
C -2.5739 2.2134 2.1483 -0.1 0.0 0.0 -0.6092
Cl -2.3390 3.5108 1.0447 0.0 0.0 0.0 0.7949
C -1.4967 1.3786 2.4521 0.1 -0.1 0.1 -0.4552
O -0.2615 1.5554 1.9573 -0.1 0.1 0.0 -0.3638
C -1.6949 0.3874 3.4215 -0.1 0.0 0.0 -0.5840
Cl -0.3450 -0.5544 3.9239 0.0 0.0 -0.1 0.7939
C -2.9340 0.1921 4.0204 0.0 0.0 0.0 -0.7032
Cl -3.1469 -1.0606 5.1684 0.0 0.0 0.0 0.7358
C 2.9690 3.3242 0.4773 0.0 0.0 0.0 0.0134
C 1.5130 3.0617 0.3126 0.0 0.1 -0.1 -0.4242
O 0.6258 3.8103 0.1159 0.0 0.0 0.0 0.0975
H 3.0852 4.2527 1.0366 0.0 0.0 0.0 0.1203
H 3.3683 3.4746 -0.5302 0.0 0.0 0.0 0.1164
H 3.4909 2.5054 0.9587 0.0 0.0 0.0 0.0662
```
Forces are in eV/Å.

2.
This record from the Open Molecules 2025 dataset describes a 2-piece molecular cluster, C11H23BCl3INO2 overall. The level of theory is wB97M-V/def2-TZVPD.

Results
Charge   -1
Electronic energy   -2341.37946 Ha
LUMO energy   2.45 eV
2S+1   1

```
42
Properties=species:S:1:pos:R:3:forces:R:3:lowdin_charge:R:1
C 3.9450 -1.4832 0.5667 0.2 0.0 -0.1 -0.1524
C 3.6572 -0.2725 -0.3283 -0.5 -0.1 0.2 -0.2915
C 3.5320 1.0621 0.4306 0.4 -0.1 -0.3 -0.2360
C 2.5262 2.0549 -0.1865 0.3 0.3 0.3 -0.2370
C 1.2286 2.3003 0.6091 0.2 -0.4 -0.2 -0.2352
B -0.0958 1.3934 0.3145 -0.2 1.2 -0.1 -0.9815
I 0.3039 -0.7111 1.2179 0.1 -0.4 0.0 0.7456
C -1.3230 2.0655 1.1740 0.1 -0.9 -0.2 -0.2346
C -2.7255 1.4676 1.0250 -0.2 0.2 0.2 -0.3148
N -3.0116 0.4045 2.0213 -0.3 0.0 -0.2 -0.0183
C -0.4457 1.3566 -1.2921 -0.2 -0.5 0.1 -0.1591
C -0.5422 0.0615 -2.0738 0.2 0.3 -0.4 -0.2251
O -1.7608 -0.6570 -1.7324 -0.2 -0.1 0.0 -0.0919
C -2.0054 -1.7410 -2.4535 0.2 0.0 -0.7 -0.4668
O -1.2404 -2.2867 -3.2086 0.1 0.1 0.0 0.0507
H 3.5353 -1.3221 1.5628 0.0 0.0 0.0 0.0346
H 3.4642 -2.3832 0.1821 0.1 0.0 -0.1 0.0587
H 5.0153 -1.6880 0.6524 0.0 0.0 0.1 0.0567
H 4.4135 -0.1912 -1.1131 0.0 0.0 -0.1 0.0971
H 2.6981 -0.4504 -0.8190 0.0 0.0 -0.1 0.0601
H 4.5232 1.5304 0.4215 0.0 0.0 0.2 0.0948
H 3.2931 0.8616 1.4762 -0.2 0.0 0.0 0.0860
H 3.0456 3.0170 -0.2676 0.0 0.0 -0.1 0.0902
H 2.3240 1.7443 -1.2171 -0.1 0.0 0.0 0.0911
H 0.9275 3.3402 0.4165 -0.1 0.0 0.0 0.0888
H 1.4781 2.2560 1.6764 0.0 0.1 0.0 0.0839
H -1.0776 1.9910 2.2380 0.0 0.4 0.0 0.0810
H -1.3613 3.1156 0.8565 0.0 0.1 0.1 0.0884
H -3.4725 2.2525 1.1937 0.0 0.0 0.0 0.0928
H -2.9009 1.1045 0.0059 0.1 0.0 0.0 0.0864
H -3.9804 0.4882 2.3083 0.0 0.0 0.0 0.0422
H -2.9597 -0.5019 1.5735 0.3 -0.1 0.1 -0.0198
H 0.2950 1.9446 -1.8468 0.0 0.0 0.1 0.0912
H -1.4032 1.8688 -1.4548 0.0 0.1 0.0 0.0957
H -0.6246 0.2773 -3.1445 0.0 -0.1 0.0 0.1199
H 0.3242 -0.5888 -1.9625 -0.1 -0.1 0.3 0.0981
H -3.0387 -2.0904 -2.3520 0.0 0.2 0.3 0.1118
C -3.2787 -4.3173 0.8101 0.0 0.1 0.0 -1.5221
Cl -2.5898 -2.8351 0.1863 0.0 -0.2 0.4 0.6129
Cl -5.0509 -4.3054 0.7024 0.0 0.0 0.0 0.4976
Cl -2.6232 -5.7307 -0.0259 0.0 0.0 0.0 0.5171
H -3.0181 -4.4025 1.8567 0.0 0.0 0.0 0.0127
```
Forces are in eV/Å.

3.
This record from the Open Molecules 2025 dataset describes C21H26N5O3S5Y as an isolated structure. The level of theory is wB97M-V/def2-TZVPD.

Results
Electronic energy   -3344.60493 Ha
LUMO energy   -0.63 eV
Relative energy (zero: lowest compared OMol25 entry of this formula, charge and spin)   20.3 kcal/mol
2S+1   1

```
61
Properties=species:S:1:pos:R:3:forces:R:3:lowdin_charge:R:1
Y 1.3852 0.0236 -0.3782 0.0 -1.5 2.1 1.3021
C 1.5520 -3.7434 0.9660 1.2 -1.1 1.8 -0.2006
C 1.5987 -2.9144 -0.1422 -0.4 0.7 -0.8 -0.2594
C 0.2397 -2.6613 -0.4667 -0.7 1.5 -0.7 -0.2898
C -0.6018 -3.2341 0.4924 -0.2 0.3 -0.6 -0.1816
C 0.2269 -3.9298 1.3465 -0.7 -0.9 1.7 -0.1904
H 2.3731 -4.2475 1.4964 -0.2 0.5 -0.5 0.0929
H 2.4445 -2.6404 -0.7608 0.3 -0.3 -0.1 0.0687
H -0.1375 -2.0711 -1.2970 0.1 -0.1 -0.3 0.0455
H -1.6845 -3.1843 0.5615 0.2 0.1 -0.2 0.0829
H -0.1896 -4.5095 2.2031 0.8 0.4 -0.7 0.0964
N -5.9509 0.0736 -3.7727 -0.6 0.4 -0.9 0.0965
C -4.7704 0.2787 -3.1156 0.0 0.5 2.1 -0.2990
C -4.2929 1.6052 -2.9343 -0.1 -0.7 -0.4 -0.0208
C -3.2769 1.8744 -2.0351 0.2 -0.4 -0.7 -0.0604
C -2.6711 0.8067 -1.3801 -0.1 -0.1 0.2 -0.3174
C -3.1053 -0.5182 -1.5243 1.2 -0.1 0.5 -0.0431
C -4.1654 -0.7655 -2.3465 -0.9 -0.1 -1.7 -0.0250
S -1.3215 1.2713 -0.3968 0.5 -0.2 1.3 0.6266
O -1.6649 2.4065 0.4225 0.0 -0.4 -0.2 -0.2823
O -0.8650 0.0550 0.3847 -0.3 1.3 -1.0 -0.4295
N -0.0778 1.6662 -1.3304 -0.8 0.3 0.4 -0.1802
C 0.0541 1.1313 -2.5875 1.3 -1.1 0.5 -0.5071
N 0.7540 -0.0249 -2.5535 0.0 -0.5 -2.4 -0.0187
C 1.2324 -0.5481 -3.7301 -0.8 0.2 2.3 -0.0647
C 1.0272 0.1548 -4.8669 -0.7 0.6 -2.0 -0.0377
C 0.1277 1.2517 -4.8380 0.5 -0.6 0.9 -0.0611
N -0.3267 1.7341 -3.6859 -0.7 0.6 -1.3 0.1654
H -6.5225 0.8824 -4.0862 0.9 -1.3 0.3 0.1217
H -6.2982 -0.8676 -3.9497 0.2 0.7 0.1 0.1052
H -4.7182 2.3566 -3.5824 -0.1 0.4 0.2 0.1067
H -2.8252 2.8545 -1.9009 -0.4 0.0 -0.1 0.1228
H -2.5594 -1.3311 -1.0001 -0.5 0.6 -0.3 0.1188
H -4.5426 -1.7759 -2.5518 0.3 0.3 0.5 0.1177
H 1.6490 -1.5497 -3.6082 0.3 0.4 -0.4 0.1344
H 1.4006 -0.1466 -5.8457 0.0 -0.2 0.4 0.1105
H -0.2476 1.6977 -5.7647 0.3 0.0 0.4 0.1212
C -0.2525 1.6629 3.1034 -0.2 0.5 0.2 -0.5527
C 0.8027 2.6670 2.6726 0.0 0.1 0.0 -0.5105
S 1.9413 2.2704 1.3593 0.3 -0.1 -0.8 0.8165
C 3.4896 1.9284 2.2240 0.2 0.7 0.1 -0.5097
C 3.4032 0.8777 3.3299 0.2 0.0 0.7 -0.5054
S 2.4074 -0.5299 2.7777 0.0 -0.4 0.0 0.8399
C 1.7168 -1.2099 4.3230 -0.2 0.9 0.4 -0.4821
C 0.2770 -0.7204 4.5931 0.9 -0.7 1.1 -0.5360
S 0.0404 1.0590 4.7570 0.0 -0.2 1.2 0.8858
H -0.3273 0.7992 2.4907 -0.1 -0.5 -0.8 0.0172
H -1.2188 2.1650 3.0844 0.0 -0.1 0.0 0.0753
H 1.4358 2.9070 3.5161 0.1 0.3 0.2 0.0581
H 0.3614 3.5738 2.2961 -0.4 0.4 0.1 0.0671
H 3.8577 2.9423 2.5602 -0.2 -1.3 -0.1 0.1043
H 4.1190 1.5781 1.4077 0.3 0.0 0.1 0.0324
H 3.0050 1.3087 4.2762 0.1 -0.4 -0.7 0.0759
H 4.3844 0.4162 3.5374 -0.2 0.7 -0.1 0.0825
H 2.3542 -0.9804 5.2041 -0.1 0.1 -0.8 0.0933
H 1.7408 -2.2796 4.1870 -0.2 -0.4 -0.1 0.0618
H -0.0307 -1.2025 5.5539 0.1 0.6 -0.6 0.0877
H -0.3687 -1.1210 3.8544 -0.7 -0.2 -0.9 0.0600
O 5.4016 -0.5668 -0.1481 -0.7 0.8 -0.8 -0.5640
S 4.8299 0.2987 -1.2039 -0.7 -0.2 0.6 0.6976
N 3.3804 0.6949 -1.1968 1.5 -0.7 0.3 -0.5624
```
Forces are in eV/Å.

4.
This record from the Open Molecules 2025 dataset describes C6H9P as an isolated structure. The level of theory is wB97M-V/def2-TZVPD.

Results
Electronic energy   -575.24811 Ha
LUMO energy   -0.16 eV
Relative energy (zero: lowest compared OMol25 entry of this formula, charge and spin)   56.5 kcal/mol
2S+1   1

```
16
Properties=species:S:1:pos:R:3:forces:R:3:lowdin_charge:R:1
C -1.6183 -1.2263 -0.8198 -0.4 2.2 2.1 -0.0739
C -1.5874 -0.9705 0.6731 0.8 -2.9 -0.5 -0.1007
C -0.7517 -0.3215 -1.3124 1.0 -0.2 -3.1 -0.1605
C -0.4957 -0.2132 0.9722 -1.4 1.7 0.4 -0.2180
C 0.0648 0.3148 -0.2932 1.7 -1.3 1.3 -0.5830
C 0.5102 1.7436 -0.4000 2.7 2.5 -0.3 -0.1337
P 1.9652 -0.9561 0.0684 -1.1 1.3 -2.9 0.8140
H -2.4311 -1.7443 -1.3093 0.4 -0.2 -0.2 0.0929
H -2.0938 -1.7420 1.2912 0.1 1.2 0.1 0.0983
H -0.5718 -0.0868 -2.3956 -0.3 -0.4 1.1 0.1236
H -0.2339 0.3288 1.8992 -0.1 -1.0 -0.3 0.1123
H 1.0018 2.2509 0.5708 -1.2 -1.6 -1.9 0.1131
H -0.2958 2.4552 -0.7186 0.5 -0.8 0.3 0.0792
H 1.3753 1.8696 -1.2073 -1.9 -0.3 1.5 0.1002
H 2.2231 -1.2371 -1.4431 -0.1 0.7 1.9 -0.0918
H 1.2140 -2.1016 0.0192 -0.6 -0.9 0.4 -0.1720
```
Forces are in eV/Å.